This record from the Open Molecules 2025 dataset describes a cluster of 9 separate species, C34H94N8O10 in total at a distorted geometry. The level of theory is ωB97M-V with the def2-TZVPD basis set.

The calculation puts the gap between HOMO and LUMO at 9.518 eV. For the largest force on an atom, the calculation gives 3.0 eV Å⁻¹. The total energy comes out at -2542.01031 Eh. The energy above the lowest of the compared OMol25 structures with the same formula, charge and spin is 269.8 kJ/mol.

```
! wB97M-V def2-TZVPD RIJCOSX def2/J DEFGRID3
* xyz 0 1
C -10.80970 9.77265 20.65245
O -11.12188 8.37864 20.45397
C -9.94396 7.57908 20.49186
C -10.29529 6.17169 20.98849
C -10.46764 6.21368 22.49148
N -9.19810 5.24154 20.62112
H -11.72620 10.39212 20.50668
H -9.93855 10.09336 19.99482
H -10.51673 9.83331 21.73139
H -9.58102 7.51819 19.41588
H -9.13104 7.93383 21.15364
H -11.25084 5.93406 20.54020
H -11.09298 6.99704 22.87242
H -9.47478 6.37942 22.95647
H -10.84751 5.28072 22.84599
H -9.45598 4.59853 19.84263
H -8.95022 4.58017 21.37577
C -20.67053 3.19082 21.30082
O -20.33800 1.94775 20.75320
C -18.98134 1.65519 20.86143
C -18.55690 0.37554 20.14158
C -19.05006 -0.91973 20.75432
N -17.05019 0.35687 20.08732
H -20.67286 3.14425 22.37948
H -21.68823 3.32746 20.80883
H -19.86806 3.91083 21.12493
H -18.29160 2.50020 20.44080
H -18.73289 1.47066 21.92018
H -18.96518 0.45374 19.16319
H -18.54475 -1.02077 21.67832
H -18.84843 -1.68779 20.04296
H -20.15608 -0.88465 20.89626
H -16.68285 1.24154 19.75136
H -16.80472 -0.39165 19.45881
C -13.60270 11.48915 14.51931
O -14.01274 10.13043 14.84382
C -12.85342 9.21020 15.22280
C -12.46202 9.42525 16.62840
C -11.19026 8.58074 17.14934
N -13.55389 9.04577 17.53416
H -14.45071 11.90177 13.97981
H -12.74819 11.49041 13.83729
H -13.48908 12.14017 15.43441
H -13.27691 8.22489 15.06264
H -11.96895 9.37744 14.55500
H -12.35458 10.51857 16.65519
H -10.39080 9.14953 17.65462
H -10.82875 8.01744 16.31114
H -11.60899 7.85541 17.80720
H -14.40743 9.62219 17.55103
H -13.13913 9.01226 18.46209
C -21.43246 1.21007 15.37996
O -20.29776 0.71151 14.66596
C -19.16893 0.56053 15.46145
C -18.11161 -0.25735 14.64429
C -18.62402 -1.61608 14.30081
N -16.82427 -0.41570 15.36300
H -22.25582 1.10932 14.63776
H -21.29655 2.23449 15.71806
H -21.64116 0.59841 16.19385
H -18.79266 1.59860 15.76918
H -19.32486 0.05891 16.38078
H -17.90738 0.35976 13.82095
H -17.96071 -1.98299 13.53645
H -19.59138 -1.46495 13.89339
H -18.68750 -2.28706 15.14287
H -16.49551 0.45224 15.82910
H -16.84287 -1.18908 15.99999
C -13.92367 5.31009 16.29884
O -13.15517 4.11404 16.11943
C -11.80647 4.33635 15.71174
C -10.82237 4.83101 16.81684
C -9.39476 4.64309 16.30298
N -10.96908 4.08206 18.03827
H -14.94534 4.93517 16.52576
H -13.90095 5.82289 15.34474
H -13.54185 5.98751 17.15375
H -11.46574 3.33992 15.46258
H -11.75281 4.90223 14.78282
H -10.96965 5.87170 17.13424
H -9.20719 3.61108 16.17296
H -8.77933 5.03952 17.11281
H -9.19824 5.10416 15.35050
H -11.08773 3.07001 17.86712
H -11.80745 4.35254 18.57865
C -15.33309 2.06102 22.52894
O -14.93891 2.80035 21.36800
C -15.26709 4.17526 21.53187
C -15.22504 4.76197 20.15915
C -15.33290 6.28118 20.32401
N -16.18540 4.17832 19.20157
H -14.80590 2.41816 23.40849
H -15.21983 0.98199 22.45529
H -16.45339 2.05683 22.68108
H -16.32649 4.26878 21.95044
H -14.56712 4.74041 22.19938
H -14.23102 4.64249 19.74378
H -16.12307 6.60288 21.00002
H -15.60162 6.72931 19.34410
H -14.32674 6.57323 20.82415
H -16.14421 4.70688 18.32865
H -15.85258 3.21080 19.07286
C -15.95486 7.78641 13.58910
O -16.53089 6.54145 13.75536
C -17.28841 6.41023 14.94791
C -17.63086 4.94522 15.24732
C -18.71056 4.47832 14.11191
N -18.12757 4.83042 16.64025
H -15.51885 8.25673 14.48608
H -16.68648 8.53627 13.28571
H -15.26166 7.68879 12.75808
H -16.70775 6.75296 15.80646
H -18.18585 7.04316 14.95304
H -16.71654 4.33101 15.10818
H -18.76090 3.41779 13.89760
H -18.38766 5.00456 13.15831
H -19.69667 4.86745 14.38275
H -18.97208 5.35546 16.80106
H -18.33610 3.85890 16.78173
C -22.17915 6.42980 16.58626
O -20.88754 6.51339 17.18518
C -20.73106 7.64184 18.04539
C -19.42544 7.41580 18.87059
C -19.55686 6.17454 19.69870
N -19.29199 8.53660 19.83184
H -22.35752 7.17142 15.77879
H -22.88780 6.49004 17.44431
H -22.36231 5.40133 16.18362
H -20.79548 8.55921 17.51348
H -21.50607 7.59057 18.78317
H -18.56602 7.46221 18.16075
H -20.54853 5.90886 20.16380
H -18.86132 6.16370 20.56189
H -19.29019 5.33492 19.09238
H -20.06117 8.55972 20.50599
H -19.38456 9.38377 19.29991
O -14.99224 -0.32527 13.24663
C -15.01303 0.94280 12.71072
C -14.26698 2.01228 13.50670
O -15.01285 2.36432 14.72987
H -15.52412 -0.32736 14.11115
H -14.58797 0.92896 11.68731
H -16.00872 1.35178 12.61260
H -14.21469 2.96849 12.90634
H -13.24633 1.65827 13.72541
H -14.35556 2.82486 15.28400
*
```

---

This record from the Open Molecules 2025 dataset describes a cluster of 2 separate species, C4H11N3O2 in total at a distorted geometry. The level of theory is ωB97M-V with the def2-TZVPD basis set.

The calculation puts the gap between HOMO and LUMO at 9.108 eV. For the largest force on an atom, the calculation gives 4.2 eV Å⁻¹. The total energy comes out at -473.75061 Eh. The energy above the lowest of the compared OMol25 structures with the same formula, charge and spin is 136.9 kJ/mol.

```
! wB97M-V def2-TZVPD RIJCOSX def2/J DEFGRID3
* xyz 0 1
C -2.18809 -1.61517 0.62530
N -1.04696 -0.87821 0.04212
C -1.28591 -0.07252 -0.91947
N -0.12183 0.18682 -1.71953
N -2.36838 0.63150 -1.33522
H -3.14829 -1.09804 0.51835
H -2.03021 -1.85057 1.68871
H -2.13599 -2.56582 0.07656
H 0.74379 0.22658 -1.18800
H -0.02419 1.07518 -2.21183
H -3.33572 0.45140 -1.16488
H -2.26038 1.51516 -1.82276
C 1.67067 0.92166 1.24762
C 2.74721 0.34638 0.44885
O 2.74079 0.30186 -0.76328
O 3.77070 -0.06062 1.20405
H 1.40774 1.97910 1.28850
H 1.69837 0.65705 2.31507
H 0.68826 0.40561 0.94337
H 4.47842 -0.55736 0.72645
*
```

---

This record from the Open Molecules 2025 dataset describes a structure of composition C10H36O12S at a distorted geometry. The level of theory is ωB97M-V with the def2-TZVPD basis set.

The calculation puts the gap between HOMO and LUMO at 9.868 eV. For the largest force on an atom, the calculation gives 3.7 eV Å⁻¹. The total energy comes out at -1703.47384 Eh. The energy above the lowest of the compared OMol25 structures with the same formula, charge and spin is 35.3 kJ/mol.

```
! wB97M-V def2-TZVPD RIJCOSX def2/J DEFGRID3
* xyz 0 1
C 1.94493 -2.37960 -0.30499
O 0.62402 -1.67766 -0.37257
H 2.52744 -2.06376 0.52788
H 1.87115 -3.46886 -0.19499
H 2.40509 -2.26609 -1.30717
H 0.29375 -1.58760 0.54906
C -2.54612 1.88298 -3.07832
O -1.52153 0.93963 -2.78610
H -3.32133 1.84744 -2.35359
H -2.09539 2.93923 -3.03091
H -2.98181 1.68873 -4.02215
H -1.89825 0.05900 -2.47829
C -3.56023 3.95700 0.55511
O -3.15591 2.73007 1.12439
H -4.24834 4.30075 1.33986
H -2.71420 4.63997 0.39891
H -4.05855 3.81024 -0.42275
H -2.53063 2.33587 0.48203
C 0.04666 2.90198 0.14114
O -0.79923 1.86383 -0.22343
H 0.56831 2.45832 1.04596
H 0.70279 3.18655 -0.63606
H -0.54247 3.76312 0.38919
H -0.73331 1.63641 -1.16849
C 2.19594 -0.68961 2.79854
O 2.42458 -0.47166 4.17887
H 1.31289 -0.12040 2.40295
H 3.02837 -0.57392 2.20564
H 2.05428 -1.76522 2.63532
H 2.60053 0.46592 4.26990
C -2.34508 -2.76736 -2.71873
O -1.82694 -1.58938 -1.99561
H -3.40454 -2.53665 -2.98621
H -1.72595 -3.08679 -3.53745
H -2.44871 -3.54257 -1.95848
H -1.13676 -1.99311 -1.44546
C 1.33220 -2.57075 6.30868
O 0.52962 -1.59839 5.69493
H 0.81706 -3.45398 6.67572
H 2.10415 -2.99059 5.61387
H 1.96022 -2.12135 7.07395
H 1.10873 -0.98833 5.22390
C -1.96433 -0.63399 2.73847
O -0.88550 -0.46256 1.79562
H -1.99109 -1.62479 3.14390
H -1.79766 0.15303 3.50698
H -2.86517 -0.50099 2.22913
H -1.14884 -0.10922 0.90008
C 1.84516 0.82029 -3.00742
C 1.59234 -0.01548 -4.16089
O 2.89123 -0.65758 -4.49216
S 3.94795 -0.22060 -3.46577
O 4.70585 0.92239 -3.91622
O 4.69795 -1.34627 -3.12869
O 2.96449 0.12182 -2.34508
H 0.93369 0.73274 -2.40260
H 2.13140 1.89681 -3.11134
H 1.26899 0.55906 -5.00400
H 0.81613 -0.73802 -3.89411
*
```

---

This record from the Open Molecules 2025 dataset describes a structure of composition C3H9NO2Pd at a distorted geometry. The level of theory is ωB97M-V with the def2-TZVPD basis set.

The calculation puts the gap between HOMO and LUMO (spin up / spin down) at 9.204 / 7.859 eV. For the largest force on an atom, the calculation gives 6.2 eV Å⁻¹. The total energy comes out at -451.79720 Eh. Its expectation value of S² is 6.0139. The energy above the lowest of the compared OMol25 structures with the same formula, charge and spin is 70.5 kJ/mol.

```
! wB97M-V def2-TZVPD RIJCOSX def2/J DEFGRID3
* xyz 2 5
Pd -0.37844 0.68143 -0.34442
C -1.29230 1.83602 -1.66547
H -1.84095 0.90964 -1.87644
H -1.83589 2.53714 -1.04404
H -1.13871 2.26825 -2.66165
H -0.07949 1.81053 -1.50358
H 0.52775 0.53389 -1.67994
N 0.77707 -1.12315 -0.03768
C 1.04028 -1.41735 1.36435
C 0.00776 -0.71820 2.24782
O -0.02718 -1.07977 3.41645
O -0.74975 0.19223 1.68712
H 0.29697 -1.90628 -0.48028
H 1.64813 -0.98020 -0.54396
H 1.00568 -2.49935 1.51797
H 2.03908 -1.04483 1.60375
*
```

---

This record from the Open Molecules 2025 dataset describes a structure of composition C28H52O14S2 at a distorted geometry. The level of theory is ωB97M-V with the def2-TZVPD basis set.

The calculation puts the gap between HOMO and LUMO at 7.284 eV. For the largest force on an atom, the calculation gives 12.9 eV Å⁻¹. The total energy comes out at -2946.50115 Eh. The energy above the lowest of the compared OMol25 structures with the same formula, charge and spin is 3055.0 kJ/mol.

```
! wB97M-V def2-TZVPD RIJCOSX def2/J DEFGRID3
* xyz 0 1
C 15.12625 16.88551 5.31745
C 14.33918 15.61474 4.68640
C 15.33466 14.71431 3.96087
O 14.96305 13.46730 4.44544
C 14.37615 13.54454 5.54539
O 14.08122 12.59792 6.16681
O 14.02724 14.78872 5.77445
H 16.16376 16.83324 4.98739
H 14.97198 16.86081 6.39620
H 14.70552 17.80639 4.91365
H 13.47558 15.89669 4.08407
H 16.35454 14.83335 4.32662
H 15.23746 14.79251 2.87803
C 13.65594 13.85431 10.49262
C 13.83378 13.46134 9.00458
C 15.25902 13.13858 8.69400
O 15.25934 11.88761 8.16354
C 14.06490 11.35281 8.58094
O 13.85643 10.21908 8.88161
O 13.13394 12.35616 8.67949
H 14.56836 14.24250 10.94528
H 13.28384 13.02724 11.09727
H 13.00500 14.72475 10.57454
H 13.38824 14.22074 8.36201
H 15.90937 13.42861 9.51925
H 15.58611 13.83688 7.92361
C 11.99265 12.50921 1.93840
C 10.56257 12.31341 2.57895
O 9.60450 12.42000 1.90179
C 10.43605 12.15077 4.05806
H 12.29367 11.46534 1.84997
H 12.63535 13.06630 2.62008
H 11.82007 12.88003 0.92805
H 11.05949 12.85888 4.60396
H 10.74993 11.14693 4.34421
H 9.39330 12.44376 4.18021
C 9.68000 15.69554 4.11236
C 8.28722 15.36536 3.83444
O 7.83075 15.50112 2.70380
C 7.55868 14.63418 4.91459
H 10.10066 16.36919 3.36581
H 10.28058 14.78670 4.15007
H 9.79105 16.13446 5.10388
H 6.74882 15.29440 5.22496
H 8.12481 14.50232 5.83666
H 7.15116 13.75080 4.42299
C 9.45730 15.37409 9.51606
C 8.75274 15.68730 8.16703
O 8.03554 14.83377 7.63096
C 8.80258 17.07716 7.73798
H 10.23940 14.62191 9.41300
H 8.75561 15.02195 10.27218
H 9.92370 16.24475 9.97707
H 8.27825 17.08884 6.78245
H 9.85122 17.34215 7.60290
H 8.27067 17.61285 8.52424
C 11.47127 12.04276 11.40962
C 10.86036 13.16287 10.56615
O 11.19349 13.41234 9.44321
C 9.77105 13.96720 11.28159
H 12.07972 11.37027 10.80494
H 10.76121 11.38164 11.90647
H 11.98913 12.60727 12.18502
H 8.97333 14.27388 10.60506
H 10.23894 14.83091 11.75400
H 9.32006 13.34827 12.05724
C 12.39315 16.62948 5.73755
C 12.61804 17.77911 4.82438
C 11.25990 18.55288 4.78124
S 10.32044 18.19054 6.34397
O 9.17138 17.35613 5.93934
O 10.13573 19.44278 7.14546
C 11.69971 17.13158 7.01458
H 13.34488 16.14303 5.95125
H 11.72759 15.91466 5.25365
H 12.98030 17.54684 3.82292
H 13.37728 18.42707 5.26232
H 10.56615 18.28704 3.98366
H 11.34976 19.63906 4.79681
H 11.20197 16.53252 7.77713
H 12.30845 17.78368 7.64092
C 10.54027 11.94902 6.86113
C 11.96536 12.19704 6.61315
C 12.29425 13.54046 7.30095
S 10.91959 14.53957 6.58792
O 11.20810 14.99173 5.24501
O 10.51489 15.47928 7.63058
C 9.77566 13.16639 6.50279
H 10.33124 11.91941 7.93049
H 10.26467 11.01055 6.38009
H 12.21232 12.29360 5.55589
H 12.68665 11.41480 6.84966
H 13.29387 13.96139 7.19291
H 12.07686 13.43253 8.36359
H 9.23131 13.24551 5.56177
H 9.04692 13.41678 7.27372
*
```

---

This record from the Open Molecules 2025 dataset describes a structure of composition C2HBrClIO at a distorted geometry. The level of theory is ωB97M-V with the def2-TZVPD basis set.

The calculation puts the gap between HOMO and LUMO (spin up / spin down) at 6.725 / 5.478 eV. For the largest force on an atom, the calculation gives 6.5 eV Å⁻¹. The total energy comes out at -3483.74790 Eh. Its expectation value of S² is 2.0064. The energy above the lowest of the compared OMol25 structures with the same formula, charge and spin is 133.3 kJ/mol.

```
! wB97M-V def2-TZVPD RIJCOSX def2/J DEFGRID3
* xyz 0 3
C 0.11535 -0.96396 -1.99210
C 0.70126 0.02567 -0.40046
O 0.99831 -1.18150 -2.71251
Cl -1.50466 -1.14384 -1.99592
Br 0.27810 1.86277 -0.72360
I 2.85687 -0.38759 0.01002
H 0.08485 -0.19306 0.37020
*
```